[1]
{
  "formula": "C31H33N3O3",
  "method": "ωB97M-V/def2-TZVPD",
  "elements": ["O", "O", "O", "N", "N", "N", "C", "C", "C", "C", "C", "C", "C", "C", "C", "C", "C", "C", "C", "C", "C", "C", "C", "C", "C", "C", "C", "C", "C", "C", "C", "C", "C", "C", "C", "C", "C", "H", "H", "H", "H", "H", "H", "H", "H", "H", "H", "H", "H", "H", "H", "H", "H", "H", "H", "H", "H", "H", "H", "H", "H", "H", "H", "H", "H", "H", "H", "H", "H", "H"],
  "xyz": [[-2.942, -2.070, 7.922], [-3.338, 1.211, 2.692], [-4.976, -1.253, 8.151], [1.761, 5.291, 3.187], [-3.915, -1.398, 7.503], [-3.396, 2.243, -4.780], [-5.409, 1.200, -3.001], [-2.613, -0.938, 5.499], [-3.800, 1.748, -1.172], [-4.531, 1.533, -5.328], [-2.368, 2.526, -5.761], [-1.372, 3.547, -5.248], [-1.207, 3.182, 2.765], [0.386, 4.872, 1.231], [-4.878, -0.017, 5.717], [1.897, 5.369, 4.627], [2.641, 5.943, 0.990], [-2.471, 2.459, 0.748], [-3.804, -0.774, 6.232], [0.684, 4.687, 2.613], [1.417, 4.104, 5.318], [-2.573, 2.260, -0.650], [0.006, 3.739, 4.870], [-2.469, -0.332, 4.280], [-1.838, 2.608, -2.963], [-0.187, 3.865, 3.390], [-4.765, 0.579, 4.495], [1.246, 5.771, 0.404], [-1.553, 2.538, -1.611], [-1.475, 3.260, 1.370], [-5.748, 1.626, -4.426], [-0.712, 4.243, 0.667], [-3.520, 0.521, 3.733], [-3.115, 2.197, -3.447], [-4.090, 1.721, -2.517], [-0.796, 3.101, -3.911], [2.560, 6.267, 2.470], [1.437, 4.260, 6.399], [1.319, 5.371, -0.614], [-5.574, 1.172, 4.071], [3.174, 6.749, 0.482], [-0.717, 4.389, 5.393], [1.327, 6.234, 5.011], [-0.574, 3.668, -5.984], [-2.881, 2.890, -6.657], [-1.835, -1.553, 5.932], [-1.554, -0.444, 3.703], [-4.738, 1.976, -6.308], [-4.271, 0.471, -5.488], [-6.121, 2.656, -4.423], [-4.539, 1.391, -0.452], [2.095, 3.277, 5.085], [-0.525, 2.717, -1.286], [2.128, 7.274, 2.613], [-1.841, 1.592, -6.027], [-0.248, 3.934, -3.449], [-6.537, 0.987, -4.830], [-1.872, 4.515, -5.137], [-0.230, 2.713, 5.177], [-3.300, 2.053, 1.305], [2.955, 5.550, 4.844], [-5.407, 0.098, -2.955], [3.218, 5.023, 0.855], [0.764, 6.759, 0.319], [3.554, 6.266, 2.930], [-5.781, 0.072, 6.312], [-0.056, 2.302, -4.082], [-1.835, 2.541, 3.368], [-1.000, 4.525, -0.348], [-6.203, 1.527, -2.319]],
  "total_energy_ev": -43291.9883,
  "homo_lumo_gap_ha": 0.181,
  "e_above_lowest_kcal_mol": 36.1,
  "homo_energy_ev": -6.48,
  "spin_multiplicity": 1,
  "charge": 0
}

[2]
{
  "formula": "C31H33N6Rh",
  "method": "ωB97M-V/def2-TZVPD",
  "elements": ["Rh", "N", "N", "N", "N", "N", "N", "C", "C", "C", "C", "C", "C", "C", "C", "C", "C", "C", "C", "C", "C", "C", "C", "C", "C", "C", "C", "C", "C", "C", "C", "C", "C", "C", "C", "C", "C", "C", "H", "H", "H", "H", "H", "H", "H", "H", "H", "H", "H", "H", "H", "H", "H", "H", "H", "H", "H", "H", "H", "H", "H", "H", "H", "H", "H", "H", "H", "H", "H", "H", "H"],
  "xyz": [[0.044, -1.061, -0.035], [-1.137, -2.177, 1.320], [-1.728, 2.768, -2.652], [-0.652, 4.052, -0.876], [0.665, -0.267, 1.822], [-0.756, 1.620, -0.745], [-2.782, 2.932, -0.456], [0.027, 2.808, -0.455], [4.662, -1.102, -1.769], [-4.594, -1.800, -2.296], [-2.046, -3.150, 1.360], [1.675, 0.759, 2.076], [3.908, 0.043, -1.976], [0.013, -0.741, 2.835], [-1.014, 1.561, -2.183], [-0.950, -1.760, 2.620], [3.930, 0.085, 5.076], [-3.448, -1.634, -1.562], [2.921, 0.617, 4.275], [-2.162, -2.334, -3.548], [4.842, -0.807, 4.535], [2.727, -2.108, -0.721], [-1.946, 4.098, -0.183], [-2.989, 2.848, -1.909], [-1.771, -2.493, 3.497], [4.052, -2.185, -1.135], [-2.470, -3.389, 2.687], [-0.922, 3.937, -2.315], [2.815, 0.269, 2.938], [1.921, -0.957, -0.902], [4.738, -1.166, 3.198], [2.581, 0.103, -1.545], [-2.117, -1.876, -2.146], [-4.602, -2.209, -3.645], [-0.986, -1.645, -1.479], [-2.032, 1.723, -0.048], [-3.343, -2.477, -4.225], [3.732, -0.637, 2.405], [-3.501, -1.369, -0.512], [2.209, 1.319, 4.697], [-3.541, 3.735, -2.238], [4.622, -3.093, -0.955], [2.038, 1.026, -1.730], [-1.603, 0.669, -2.395], [-2.627, 0.838, -0.276], [-3.303, -2.821, -5.257], [-1.445, 4.841, -2.646], [-3.195, -4.126, 3.004], [-1.827, -2.384, 4.571], [4.353, 0.899, -2.477], [0.207, 2.863, 0.622], [3.635, -0.931, 1.365], [5.437, -1.877, 2.772], [2.068, 1.057, 1.104], [1.224, 1.644, 2.541], [-3.577, 1.955, -2.126], [-1.223, -2.562, -4.042], [-1.762, 4.154, 0.893], [5.694, -1.157, -2.098], [0.989, 2.744, -0.968], [0.200, -0.376, 3.849], [-2.479, 5.001, -0.498], [2.285, -2.970, -0.234], [-5.523, -2.323, -4.201], [5.633, -1.220, 5.151], [0.033, 3.868, -2.843], [-2.369, -3.634, 0.449], [-5.544, -1.612, -1.798], [3.993, 0.360, 6.122], [-1.848, 1.761, 1.029], [-0.061, 1.473, -2.711]],
  "total_energy_ev": -44626.9729,
  "homo_lumo_gap_ha": 0.118,
  "e_above_lowest_kcal_mol": 43.0,
  "homo_energy_ev": 1.28,
  "spin_multiplicity": 1,
  "charge": -2
}

[3]
{
  "formula": "C31H34AsClGeO2PdSe2Te2",
  "method": "ωB97M-V/def2-TZVPD",
  "elements": ["Te", "Te", "Pd", "Se", "Se", "As", "Ge", "Cl", "O", "O", "C", "C", "C", "C", "C", "C", "C", "C", "C", "C", "C", "C", "C", "C", "C", "C", "C", "C", "C", "C", "C", "C", "C", "C", "C", "C", "C", "C", "C", "C", "C", "H", "H", "H", "H", "H", "H", "H", "H", "H", "H", "H", "H", "H", "H", "H", "H", "H", "H", "H", "H", "H", "H", "H", "H", "H", "H", "H", "H", "H", "H", "H", "H", "H", "H"],
  "xyz": [[-3.350, -3.830, 1.605], [-1.672, -3.511, -0.607], [-1.346, -0.910, -0.626], [-3.109, -2.261, -2.034], [-4.789, -2.039, 1.127], [0.370, -0.662, -2.328], [0.429, -0.706, 1.071], [-4.959, 5.930, 1.262], [-2.226, 0.805, 0.857], [-2.350, 1.231, -1.974], [4.627, -2.782, 0.329], [3.478, -3.555, 0.355], [3.299, -0.820, 0.699], [-0.638, -3.309, 4.217], [0.878, 3.478, 0.697], [-4.147, 4.430, 1.137], [2.249, -2.955, 0.539], [-3.046, 2.574, 2.184], [-3.924, 3.876, -0.128], [4.535, -1.410, 0.502], [0.695, 1.185, 1.434], [1.928, 0.524, -2.256], [-3.009, 2.213, -1.645], [-1.611, -0.950, 3.150], [2.130, -1.574, 0.708], [-2.246, -1.532, 4.232], [-3.692, 3.774, 2.291], [0.851, 1.617, 2.742], [-0.526, -0.083, -3.963], [0.285, -0.357, -5.220], [1.031, -2.451, -2.784], [1.638, 1.957, -2.686], [1.023, 2.959, 3.028], [-1.765, -2.718, 4.763], [1.036, 3.894, 2.008], [-3.259, 2.670, -0.270], [-0.476, -1.530, 2.585], [2.434, -2.549, -3.354], [0.709, 2.135, 0.423], [0.001, -2.719, 3.141], [-2.811, 1.923, 0.906], [-3.124, -1.071, 4.654], [-0.248, -4.222, 4.641], [-2.260, -3.176, 5.605], [0.770, 2.397, -2.189], [-0.745, 0.981, -3.845], [-1.492, -0.608, -3.976], [-2.007, -0.041, 2.727], [0.980, -3.032, -1.856], [1.252, 0.142, -5.213], [1.456, 2.023, -3.758], [2.491, 2.593, -2.460], [5.426, -0.803, 0.498], [0.536, 1.816, -0.605], [5.589, -3.248, 0.183], [-3.476, 2.868, -2.404], [2.568, -1.961, -4.258], [2.657, -3.583, -3.605], [2.671, 0.080, -2.925], [1.362, -3.589, 0.574], [2.341, 0.473, -1.242], [-4.271, 4.432, -0.987], [1.146, 3.279, 4.050], [0.881, 4.200, -0.107], [0.277, -2.860, -3.470], [-2.671, 2.053, 3.053], [3.544, -4.625, 0.239], [-0.257, 0.002, -6.092], [-3.860, 4.242, 3.250], [1.168, 4.940, 2.233], [3.256, 0.255, 0.853], [0.458, -1.421, -5.369], [3.176, -2.227, -2.623], [0.893, -3.189, 2.748], [0.837, 0.913, 3.559]],
  "total_energy_ev": -315423.1130,
  "homo_lumo_gap_ha": [0.131, 0.131],
  "e_above_lowest_kcal_mol": 43.3,
  "homo_energy_ev": [-9.36, -9.21],
  "spin_multiplicity": 2,
  "charge": 1,
  "s2": 1.063
}

Q: The lowest charge belongs to which entry?
A: C31H33N6Rh

Please write out number 2 again, unchanged.
{
  "formula": "C31H33N6Rh",
  "method": "ωB97M-V/def2-TZVPD",
  "elements": ["Rh", "N", "N", "N", "N", "N", "N", "C", "C", "C", "C", "C", "C", "C", "C", "C", "C", "C", "C", "C", "C", "C", "C", "C", "C", "C", "C", "C", "C", "C", "C", "C", "C", "C", "C", "C", "C", "C", "H", "H", "H", "H", "H", "H", "H", "H", "H", "H", "H", "H", "H", "H", "H", "H", "H", "H", "H", "H", "H", "H", "H", "H", "H", "H", "H", "H", "H", "H", "H", "H", "H"],
  "xyz": [[0.044, -1.061, -0.035], [-1.137, -2.177, 1.320], [-1.728, 2.768, -2.652], [-0.652, 4.052, -0.876], [0.665, -0.267, 1.822], [-0.756, 1.620, -0.745], [-2.782, 2.932, -0.456], [0.027, 2.808, -0.455], [4.662, -1.102, -1.769], [-4.594, -1.800, -2.296], [-2.046, -3.150, 1.360], [1.675, 0.759, 2.076], [3.908, 0.043, -1.976], [0.013, -0.741, 2.835], [-1.014, 1.561, -2.183], [-0.950, -1.760, 2.620], [3.930, 0.085, 5.076], [-3.448, -1.634, -1.562], [2.921, 0.617, 4.275], [-2.162, -2.334, -3.548], [4.842, -0.807, 4.535], [2.727, -2.108, -0.721], [-1.946, 4.098, -0.183], [-2.989, 2.848, -1.909], [-1.771, -2.493, 3.497], [4.052, -2.185, -1.135], [-2.470, -3.389, 2.687], [-0.922, 3.937, -2.315], [2.815, 0.269, 2.938], [1.921, -0.957, -0.902], [4.738, -1.166, 3.198], [2.581, 0.103, -1.545], [-2.117, -1.876, -2.146], [-4.602, -2.209, -3.645], [-0.986, -1.645, -1.479], [-2.032, 1.723, -0.048], [-3.343, -2.477, -4.225], [3.732, -0.637, 2.405], [-3.501, -1.369, -0.512], [2.209, 1.319, 4.697], [-3.541, 3.735, -2.238], [4.622, -3.093, -0.955], [2.038, 1.026, -1.730], [-1.603, 0.669, -2.395], [-2.627, 0.838, -0.276], [-3.303, -2.821, -5.257], [-1.445, 4.841, -2.646], [-3.195, -4.126, 3.004], [-1.827, -2.384, 4.571], [4.353, 0.899, -2.477], [0.207, 2.863, 0.622], [3.635, -0.931, 1.365], [5.437, -1.877, 2.772], [2.068, 1.057, 1.104], [1.224, 1.644, 2.541], [-3.577, 1.955, -2.126], [-1.223, -2.562, -4.042], [-1.762, 4.154, 0.893], [5.694, -1.157, -2.098], [0.989, 2.744, -0.968], [0.200, -0.376, 3.849], [-2.479, 5.001, -0.498], [2.285, -2.970, -0.234], [-5.523, -2.323, -4.201], [5.633, -1.220, 5.151], [0.033, 3.868, -2.843], [-2.369, -3.634, 0.449], [-5.544, -1.612, -1.798], [3.993, 0.360, 6.122], [-1.848, 1.761, 1.029], [-0.061, 1.473, -2.711]],
  "total_energy_ev": -44626.9729,
  "homo_lumo_gap_ha": 0.118,
  "e_above_lowest_kcal_mol": 43.0,
  "homo_energy_ev": 1.28,
  "spin_multiplicity": 1,
  "charge": -2
}

Copy entry 2 word for word.
{
  "formula": "C31H33N6Rh",
  "method": "ωB97M-V/def2-TZVPD",
  "elements": ["Rh", "N", "N", "N", "N", "N", "N", "C", "C", "C", "C", "C", "C", "C", "C", "C", "C", "C", "C", "C", "C", "C", "C", "C", "C", "C", "C", "C", "C", "C", "C", "C", "C", "C", "C", "C", "C", "C", "H", "H", "H", "H", "H", "H", "H", "H", "H", "H", "H", "H", "H", "H", "H", "H", "H", "H", "H", "H", "H", "H", "H", "H", "H", "H", "H", "H", "H", "H", "H", "H", "H"],
  "xyz": [[0.044, -1.061, -0.035], [-1.137, -2.177, 1.320], [-1.728, 2.768, -2.652], [-0.652, 4.052, -0.876], [0.665, -0.267, 1.822], [-0.756, 1.620, -0.745], [-2.782, 2.932, -0.456], [0.027, 2.808, -0.455], [4.662, -1.102, -1.769], [-4.594, -1.800, -2.296], [-2.046, -3.150, 1.360], [1.675, 0.759, 2.076], [3.908, 0.043, -1.976], [0.013, -0.741, 2.835], [-1.014, 1.561, -2.183], [-0.950, -1.760, 2.620], [3.930, 0.085, 5.076], [-3.448, -1.634, -1.562], [2.921, 0.617, 4.275], [-2.162, -2.334, -3.548], [4.842, -0.807, 4.535], [2.727, -2.108, -0.721], [-1.946, 4.098, -0.183], [-2.989, 2.848, -1.909], [-1.771, -2.493, 3.497], [4.052, -2.185, -1.135], [-2.470, -3.389, 2.687], [-0.922, 3.937, -2.315], [2.815, 0.269, 2.938], [1.921, -0.957, -0.902], [4.738, -1.166, 3.198], [2.581, 0.103, -1.545], [-2.117, -1.876, -2.146], [-4.602, -2.209, -3.645], [-0.986, -1.645, -1.479], [-2.032, 1.723, -0.048], [-3.343, -2.477, -4.225], [3.732, -0.637, 2.405], [-3.501, -1.369, -0.512], [2.209, 1.319, 4.697], [-3.541, 3.735, -2.238], [4.622, -3.093, -0.955], [2.038, 1.026, -1.730], [-1.603, 0.669, -2.395], [-2.627, 0.838, -0.276], [-3.303, -2.821, -5.257], [-1.445, 4.841, -2.646], [-3.195, -4.126, 3.004], [-1.827, -2.384, 4.571], [4.353, 0.899, -2.477], [0.207, 2.863, 0.622], [3.635, -0.931, 1.365], [5.437, -1.877, 2.772], [2.068, 1.057, 1.104], [1.224, 1.644, 2.541], [-3.577, 1.955, -2.126], [-1.223, -2.562, -4.042], [-1.762, 4.154, 0.893], [5.694, -1.157, -2.098], [0.989, 2.744, -0.968], [0.200, -0.376, 3.849], [-2.479, 5.001, -0.498], [2.285, -2.970, -0.234], [-5.523, -2.323, -4.201], [5.633, -1.220, 5.151], [0.033, 3.868, -2.843], [-2.369, -3.634, 0.449], [-5.544, -1.612, -1.798], [3.993, 0.360, 6.122], [-1.848, 1.761, 1.029], [-0.061, 1.473, -2.711]],
  "total_energy_ev": -44626.9729,
  "homo_lumo_gap_ha": 0.118,
  "e_above_lowest_kcal_mol": 43.0,
  "homo_energy_ev": 1.28,
  "spin_multiplicity": 1,
  "charge": -2
}

Q: Among the records above, which one has the highest charge?
A: C31H34AsClGeO2PdSe2Te2